Here is C19H40MoNP3S as an isolated structure from the OMol25 dataset. Energies are from wB97M-V/def2-TZVPD.

Structure (XYZ):
```
65
Properties=species:S:1:pos:R:3:mulliken_charge:R:1
Mo 0.07 -0.03 0.72 0.0919
P 1.83 0.95 1.97 1.3854
P -1.70 1.60 1.31 0.9361
P 0.77 1.31 -1.21 0.9419
H -1.26 -2.50 1.53 0.2498
C -0.55 -2.35 0.71 -0.4863
C 0.85 -2.14 0.91 -0.3415
H 1.32 -2.19 1.93 0.3101
C 2.19 0.44 3.68 -1.4376
C 1.63 2.75 2.28 -1.2525
C 3.52 0.78 1.27 -1.0996
C -3.31 0.94 0.78 -1.1566
C -2.04 1.94 3.08 -1.3021
C -1.69 3.35 0.73 -1.2399
C 2.17 0.55 -2.09 -1.1827
C 1.42 3.02 -1.12 -1.4871
C -0.62 1.63 -2.38 -1.4066
H -0.91 -2.83 -0.22 0.3570
H 1.56 -2.23 0.08 0.3803
H 2.30 -0.65 3.75 0.4029
H 1.39 0.75 4.37 0.3855
H 3.14 0.92 3.98 0.5631
H 0.73 2.93 2.89 0.1983
H 1.54 3.32 1.35 0.2433
H 2.51 3.13 2.83 0.5354
H 3.68 -0.26 0.97 0.3712
H 4.27 1.05 2.03 0.5075
H 3.68 1.41 0.39 0.3039
H -4.10 1.67 1.00 0.4654
H -3.53 0.00 1.31 0.3803
H -3.29 0.73 -0.30 0.2897
H -2.89 2.62 3.13 0.5908
H -1.17 2.41 3.56 0.3299
H -2.29 1.02 3.62 0.3595
H -2.55 3.87 1.18 0.5929
H -1.75 3.42 -0.36 0.3387
H -0.77 3.84 1.08 0.3452
H 2.09 0.77 -3.16 0.4634
H 2.20 -0.54 -1.94 0.4015
H 3.12 0.97 -1.71 0.4231
H 1.60 3.39 -2.14 0.5321
H 2.37 3.05 -0.57 0.4479
H 0.68 3.69 -0.64 0.3849
H -0.33 1.40 -3.41 0.4864
H -0.90 2.69 -2.32 0.4782
H -1.49 1.02 -2.11 0.3852
C -0.72 -2.84 -3.81 0.4248
C -1.86 -2.77 -4.67 -0.3729
C -1.88 -3.52 -5.85 -0.4053
C -0.84 -4.43 -6.15 -0.3328
C 0.13 -4.68 -5.16 -0.5580
C 0.16 -3.93 -3.97 -0.2010
S -0.31 -1.49 -2.81 -0.0884
H -0.29 -1.76 -1.43 -0.0132
H -2.67 -2.08 -4.40 0.4390
H -2.72 -3.39 -6.53 0.4396
H -0.81 -4.94 -7.11 0.4780
H 0.88 -5.46 -5.31 0.4221
H 0.89 -4.13 -3.18 0.4208
C -1.01 -1.54 5.04 -1.2556
C -0.76 -1.04 3.73 0.5321
N -0.48 -0.59 2.69 -0.5284
H -0.10 -1.99 5.47 0.3648
H -1.79 -2.30 5.00 0.4022
H -1.35 -0.73 5.72 0.3657
```

Summary:
- Total energy: -2291.52469 Ha
- ΔE to the lowest compared entry with this formula, charge and spin: 0.00 kcal per mole
- 2S+1: 3
- Total charge: +4
- Molar mass: 503.46 g mol⁻¹
- LUMO level (alpha / beta): -14.261 / -14.816 eV

***

Here is C19H40P2Pd as an isolated structure from the OMol25 dataset. Energies are from wB97M-V/def2-TZVPD.

Structure (XYZ):
```
62
Properties=species:S:1:pos:R:3:mulliken_charge:R:1
P -0.28 -1.47 -2.59 1.7766
P 0.58 1.69 -0.56 2.0899
C 0.39 0.14 -3.19 -1.3557
C 1.20 1.03 -2.25 -1.7939
H -0.51 0.66 -3.58 0.4017
H 1.00 -0.13 -4.07 0.5079
H 2.21 0.63 -2.11 0.4649
H 1.35 1.94 -2.83 0.9245
C -0.51 2.93 -1.44 -1.4691
H -0.67 3.79 -0.78 0.4515
H -1.49 2.55 -1.76 0.3189
H -0.02 3.32 -2.35 0.3957
C 2.16 2.67 -0.25 -1.8464
H 2.39 3.08 -1.19 0.5042
H 2.95 1.97 0.09 0.5152
H 2.03 3.46 0.47 0.5671
C -1.78 -2.07 -3.69 -1.7363
H -1.87 -3.15 -3.68 0.3828
H -1.61 -1.80 -4.74 0.5217
H -2.78 -1.69 -3.44 0.4012
C 0.64 -2.46 -3.97 -1.9908
H 1.72 -2.40 -3.85 0.4954
H 0.39 -2.06 -4.95 0.5266
H 0.35 -3.51 -4.00 0.4235
Pd 1.32 1.70 1.68 -0.6680
C -1.02 0.05 -0.50 -1.5948
C -1.68 -0.76 -1.53 -0.1516
C -2.42 -1.87 -0.79 -1.0865
C -1.47 -3.08 -0.56 -0.9701
C -0.28 -3.11 -1.46 -1.0653
C 0.91 -2.28 -1.33 -0.1461
C 1.09 -1.37 -0.06 -0.9396
C -0.20 -0.74 0.49 0.3526
C 1.93 -0.09 2.66 -1.3865
H -1.77 0.67 0.01 0.5433
H -2.34 -0.18 -2.16 0.9697
H -3.35 -2.23 -1.28 0.3191
H -2.76 -1.46 0.18 0.4162
H -1.13 -3.13 0.48 0.3679
H -2.03 -4.01 -0.71 0.4890
H -0.12 -4.02 -2.03 0.6193
H 1.89 -2.53 -1.79 0.6073
H 1.86 -0.60 -0.25 0.4729
H 1.50 -1.98 0.76 0.6811
H -0.77 -1.52 1.00 0.8025
H 0.03 -0.08 1.34 -1.0130
H 2.38 0.50 3.46 0.3207
H 2.63 -0.63 2.04 0.3268
H 1.11 -0.72 3.02 0.3418
C -1.50 1.42 4.07 -1.0779
C -0.24 2.18 4.50 0.9093
C 0.51 1.33 5.53 -1.5439
C 0.55 2.74 3.31 -1.4400
H -1.29 0.70 3.27 -0.1015
H -2.27 2.11 3.71 0.3469
H -1.96 0.86 4.90 0.4007
H -0.54 3.12 4.98 0.2954
H 1.03 0.47 5.10 0.2902
H 1.25 1.94 6.07 0.3515
H -0.19 0.93 6.27 0.4066
H 1.57 3.08 3.55 0.6073
H -0.05 3.48 2.76 0.4698
```

Summary:
- Total energy: -1558.10219 Ha
- 2S+1: 3
- Total charge: 0
- Molar mass: 436.90 g mol⁻¹
- LUMO level (alpha / beta): -0.781 / -0.709 eV

***

Here is a 5-piece molecular cluster, C19H41BN4O4P overall from the OMol25 dataset. Energies are from wB97M-V/def2-TZVPD.

Structure (XYZ):
```
70
Properties=species:S:1:pos:R:3:mulliken_charge:R:1
C 2.71 -1.19 3.36 -1.1854
C 1.84 -1.76 2.12 0.1491
C 2.45 -1.31 0.72 -0.7184
C 1.33 -0.79 -0.31 -0.7639
O 0.48 0.21 0.23 -0.0812
P 1.03 1.85 -0.14 0.9022
C 1.72 1.97 1.65 0.2650
C 1.12 3.17 2.52 -1.1777
O 0.49 1.79 -1.77 -0.5941
C -0.73 1.15 -2.08 -0.0859
C -2.08 1.84 -1.52 -0.4340
C -2.62 0.94 -0.33 -0.4675
B 1.62 3.69 -0.48 1.3976
O 0.71 4.49 -1.29 -0.7662
O 2.84 4.27 0.04 -0.4666
C 3.92 4.12 -0.93 -0.2698
C 5.03 3.22 -0.20 -0.8658
H 2.07 -0.66 4.13 0.2470
H 3.28 -2.06 3.82 0.3273
H 3.41 -0.40 2.95 0.2752
H 0.81 -1.29 2.23 -0.1161
H 1.71 -2.88 2.24 0.4388
H 2.87 -2.26 0.23 0.3612
H 3.33 -0.61 0.80 0.2694
H 0.66 -1.71 -0.48 0.2610
H 1.77 -0.55 -1.33 0.3878
H 2.36 1.39 -0.55 -0.5597
H -0.21 2.44 0.38 -0.8313
H 2.85 2.12 1.59 -0.0072
H 1.55 1.02 2.22 -0.1828
H 1.87 4.01 2.57 0.2044
H 0.08 3.49 2.24 0.2065
H 1.04 2.77 3.60 0.4065
H -0.75 0.01 -1.95 0.0670
H -0.85 1.26 -3.22 -0.0971
H -1.77 2.85 -1.09 0.2174
H -2.82 1.99 -2.37 0.3826
H -2.03 1.24 0.59 0.0212
H -3.73 1.09 -0.21 0.2760
H -2.41 -0.15 -0.57 0.1015
H 0.73 5.41 -0.96 0.2598
H 3.48 3.63 -1.84 0.2093
H 4.37 5.14 -1.11 0.3346
H 4.86 3.39 0.91 0.1848
H 6.08 3.51 -0.48 0.3539
H 4.79 2.14 -0.42 0.1432
C -4.91 -1.30 2.44 -0.4468
C -5.70 -0.36 1.59 0.2901
N -6.32 0.37 0.93 -0.4445
H -5.58 -1.89 3.06 0.3696
H -4.32 -1.97 1.82 -0.0610
H -4.24 -0.73 3.09 0.2735
C -1.71 -4.26 2.63 -1.0065
C -1.97 -3.22 1.59 0.5809
N -2.18 -2.41 0.79 -0.4793
H -1.56 -3.79 3.60 0.3087
H -2.55 -4.94 2.69 0.3395
H -0.81 -4.82 2.36 0.3249
C -2.40 0.58 -6.51 -0.7850
C -3.26 0.20 -5.35 0.3620
N -3.93 -0.09 -4.45 -0.3976
H -2.14 1.63 -6.45 0.2551
H -1.49 -0.02 -6.50 0.2486
H -2.93 0.39 -7.44 0.3356
C -0.76 -6.35 -1.34 -0.8204
C -0.11 -5.98 -0.05 0.4402
N 0.40 -5.69 0.95 -0.5238
H -1.48 -7.15 -1.17 0.2847
H -1.28 -5.49 -1.75 0.2808
H -0.01 -6.69 -2.05 0.2906
```

Summary:
- Total energy: -1634.65213 Ha
- Total charge: -1
- Molar mass: 431.35 g mol⁻¹
- LUMO level: 2.175 eV

***

Here is C19H41BN6OsSi4Te as an isolated structure from the OMol25 dataset. Energies are from wB97M-V/def2-TZVPD.

Structure (XYZ):
```
73
Properties=species:S:1:pos:R:3:mulliken_charge:R:1
C 2.87 -0.04 -2.79 0.3310
N 1.61 -0.07 -3.32 -0.1915
N 1.75 -0.08 -4.72 0.0693
C 3.06 -0.10 -5.01 -0.0580
C 3.79 -0.07 -3.84 -1.0604
B 0.47 0.09 -5.59 -0.1229
N -0.48 -1.07 -5.22 -0.0078
N -0.94 -1.15 -3.91 -0.0006
C -1.84 -2.16 -3.83 0.1495
C -1.95 -2.75 -5.10 -1.0629
C -1.08 -2.06 -5.93 -0.0646
Os -0.21 0.05 -2.44 0.9569
N -0.24 1.39 -5.11 0.2111
N -0.66 1.50 -3.78 -0.3615
C -1.19 2.74 -3.61 -0.0197
C -1.12 3.42 -4.82 -1.0656
C -0.52 2.56 -5.73 -0.0172
H -1.58 3.02 -2.64 0.4849
H -0.28 2.68 -6.77 0.5246
H -1.47 4.42 -5.01 0.4662
H 0.73 0.13 -6.75 0.0529
H -0.83 -2.21 -6.97 0.5387
H 3.38 -0.16 -6.04 0.5383
H -2.59 -3.57 -5.34 0.4579
H 4.86 -0.08 -3.72 0.4738
H -2.33 -2.35 -2.89 0.2931
H 2.99 0.03 -1.71 0.0983
H -2.25 -0.93 -1.16 -0.1597
C -2.41 -1.67 -0.35 -0.6544
H -3.14 -2.42 -0.71 0.4363
H -1.45 -2.17 -0.13 0.4979
H -2.84 -1.17 0.55 -0.0792
C -3.34 -0.05 3.44 -1.0750
Si -1.71 -0.95 3.75 0.5907
C -1.17 -0.72 5.54 -0.9510
C -1.94 -2.79 3.39 -0.9512
Si -0.03 -0.02 2.36 0.2659
Te 0.36 0.60 -0.18 0.3236
Si 0.05 2.33 2.50 -0.0477
C 0.07 2.70 4.34 -1.0085
C 1.53 3.21 1.75 -0.9832
C -1.53 3.00 1.73 -0.6452
Si 2.00 -1.15 2.54 0.3204
C 2.39 -1.28 4.36 -1.0196
C 1.74 -2.87 1.81 -0.8719
C 3.49 -0.37 1.70 -0.8247
H -4.09 -0.46 4.12 0.4391
H -3.70 -0.19 2.41 0.3406
H -3.25 1.03 3.63 0.3457
H -1.98 -1.09 6.19 0.4291
H -0.26 -1.29 5.78 0.3176
H -1.00 0.34 5.79 0.3121
H -2.32 -2.96 2.37 0.2888
H -1.01 -3.35 3.51 0.3390
H -2.68 -3.19 4.09 0.4156
H 0.93 2.22 4.84 0.3889
H 0.18 3.79 4.44 0.4448
H -0.85 2.39 4.84 0.3075
H 1.58 3.13 0.65 0.4240
H 1.43 4.28 2.00 0.4144
H 2.48 2.85 2.16 0.3130
H -1.59 2.81 0.65 0.1155
H -2.43 2.58 2.19 0.2684
H -1.53 4.08 1.89 0.3939
H 1.69 -1.93 4.89 0.3011
H 3.40 -1.71 4.44 0.4320
H 2.40 -0.30 4.85 0.3686
H 1.53 -2.84 0.73 0.2898
H 2.68 -3.43 1.96 0.3833
H 0.93 -3.42 2.30 0.2780
H 3.39 -0.36 0.61 0.1284
H 3.67 0.65 2.05 0.3151
H 4.36 -0.99 1.96 0.4282
```

Summary:
- Total energy: -2617.07343 Ha
- 2S+1: 5
- Total charge: +4
- Molar mass: 794.57 g mol⁻¹
- LUMO level (alpha / beta): -14.026 / -15.724 eV